1.
This record from the Open Molecules 2025 dataset describes C39H39FNO14PS as an isolated structure at a distorted geometry. The level of theory is wB97M-V/def2-TZVPD.

Positions of all 96 atoms, in Å:
S: -2.83 0.83 -0.91
P: -1.28 -2.88 -1.69
F: -4.76 -1.86 -3.20
O: 0.17 5.69 -2.08
O: -4.18 1.22 -0.66
O: 1.53 -2.99 4.62
O: 5.15 0.54 2.02
O: -6.53 3.68 -5.53
O: 6.24 -2.59 7.01
O: -2.27 0.34 0.53
O: -3.09 6.77 1.95
O: -1.78 -4.20 -0.85
O: -1.98 1.86 -1.39
O: 1.69 -1.37 1.60
O: -8.07 -0.27 -2.36
O: 8.17 4.07 -0.51
O: -2.67 -0.51 -1.72
N: -2.05 -2.96 -3.20
C: -3.57 -2.06 -0.12
C: 6.59 0.98 0.21
C: -5.38 -2.09 -1.99
C: 0.61 -2.09 1.03
C: -1.39 -0.76 0.18
C: 5.85 1.35 1.44
C: -4.51 -2.87 -1.02
C: 6.73 3.63 1.30
C: -6.88 2.77 -4.80
C: -0.73 -1.43 1.37
C: -2.27 -1.58 -0.74
C: 7.35 1.87 -0.43
C: -7.72 0.64 -3.08
C: -2.35 6.52 1.02
C: 4.09 -3.56 7.01
C: 2.61 -2.91 5.17
C: 5.16 -2.68 6.47
C: 3.48 -0.40 -1.51
C: 3.67 -2.02 4.63
C: -1.66 5.00 -0.78
C: 4.52 -2.33 -2.52
C: 4.16 -3.07 -1.39
C: 4.85 -1.92 5.23
C: -8.30 2.35 -4.73
C: 3.10 -1.14 -0.39
C: -0.44 7.19 -0.38
C: 2.33 -0.48 0.72
C: -2.48 5.27 0.23
C: 7.48 3.26 0.07
C: -1.26 7.46 0.64
C: -8.69 1.36 -3.94
C: 0.69 -3.54 1.56
C: 2.91 -3.67 6.41
C: -0.58 5.94 -1.16
C: -6.30 1.06 -3.15
C: 4.18 -0.97 -2.56
C: 3.46 -2.49 -0.34
C: -5.91 2.05 -3.95
C: 5.97 2.74 1.93
H: 3.04 0.07 1.32
H: -9.72 1.04 -3.87
H: 3.20 -3.11 0.50
H: 5.04 -2.80 -3.34
H: -1.75 4.09 -1.36
H: -4.88 2.37 -4.01
H: 7.90 1.62 -1.32
H: 6.85 4.65 1.64
H: -3.28 4.60 0.53
H: 4.34 -4.11 7.91
H: -4.01 -3.66 -1.58
H: 1.52 -3.58 2.26
H: 4.44 -4.11 -1.36
H: -5.78 -1.18 -1.57
H: -5.61 0.52 -2.52
H: 0.95 -4.21 0.74
H: 1.63 0.27 0.34
H: 4.47 -0.41 -3.44
H: 5.64 -1.28 4.85
H: -0.52 -0.64 2.09
H: 2.12 -4.31 6.79
H: -1.42 -2.10 1.88
H: -1.18 8.36 1.23
H: -0.20 -3.86 2.08
H: 3.21 0.65 -1.58
H: -1.30 -2.84 -3.88
H: 5.42 2.99 2.83
H: -0.60 -0.27 -0.39
H: 0.35 7.86 -0.67
H: -5.21 -3.37 -0.35
H: 3.42 -1.48 3.72
H: 6.47 -0.04 -0.13
H: -0.99 -4.67 -0.57
H: -4.14 -1.25 0.33
H: -8.99 2.90 -5.37
H: -2.42 -3.89 -3.37
H: -6.24 -2.72 -2.22
H: -3.29 -2.73 0.70
H: 0.68 -2.16 -0.05

**Kohn-Sham gap**: 7.39 eV
**Highest occupied orbital energy**: -9.12 eV
**Total charge**: 0
**M**: 827.8 g/mol

Atom charges from the Löwdin analysis, given in e for atoms 1 to 5: number 1, S, carries 0.60; number 2, P, carries 0.93; number 3, F, carries -0.05; number 4, O, carries 0.11; number 5, O, carries -0.23

***

2.
This record from the Open Molecules 2025 dataset describes a 2-piece molecular cluster, C39H39N4O2 overall at a distorted geometry. The level of theory is wB97M-V/def2-TZVPD.

Positions of all 84 atoms, in Å:
O: 7.61 0.02 -2.92
O: 2.68 -7.85 -0.33
N: -1.41 0.71 -0.67
N: -0.99 3.49 1.76
N: -2.93 1.89 2.94
N: -4.32 0.09 1.46
C: 1.43 5.35 -0.45
C: -9.09 0.97 -0.29
C: 6.55 -0.65 -2.39
C: 3.04 3.80 -1.33
C: 2.94 -4.50 -1.83
C: 2.18 -4.32 0.47
C: 1.63 3.14 0.53
C: -1.42 2.34 1.11
C: -0.92 1.82 -0.13
C: -7.44 -0.77 -0.50
C: 2.63 -6.50 -0.51
C: -2.47 1.58 1.69
C: -2.58 0.21 -0.32
C: -6.94 1.20 0.80
C: -6.57 -0.06 0.32
C: 6.35 -2.04 -2.48
C: 2.62 2.83 -0.42
C: 2.25 -5.69 0.59
C: 5.57 0.19 -1.78
C: 2.96 -5.88 -1.74
C: -4.40 -0.11 2.90
C: 5.19 -2.58 -1.97
C: 4.39 -0.37 -1.34
C: -3.16 0.59 0.92
C: -3.75 0.99 3.71
C: 2.50 5.09 -1.29
C: -5.27 -0.74 0.70
C: -8.21 1.71 0.51
C: -8.70 -0.26 -0.81
C: 0.93 4.34 0.38
C: -2.28 2.89 3.76
C: 2.94 -2.27 -0.81
C: 2.65 -3.67 -0.72
C: 4.13 -1.77 -1.42
C: 7.33 1.46 -2.77
C: -0.40 4.60 1.02
C: -1.78 4.00 2.88
C: 6.11 1.59 -1.85
C: 2.98 -8.68 -1.48
H: -3.03 -0.53 -0.99
H: 3.78 3.55 -2.09
H: -4.51 1.60 4.22
H: -2.64 4.60 2.51
H: -1.13 4.67 3.46
H: 3.31 -6.49 -2.58
H: 5.36 2.30 -2.24
H: 3.17 -4.04 -2.79
H: 2.38 -1.56 -0.20
H: -10.09 1.35 -0.50
H: -9.37 -0.83 -1.46
H: -7.11 -1.73 -0.90
H: -1.11 4.96 0.25
H: 4.02 -8.55 -1.79
H: 7.13 1.85 -3.77
H: -3.90 -1.07 3.15
H: -8.51 2.69 0.89
H: 2.89 5.87 -1.94
H: -0.31 5.43 1.74
H: 1.35 2.42 1.29
H: -5.50 -1.59 1.35
H: -3.15 0.52 4.51
H: -3.02 3.27 4.48
H: -6.23 1.79 1.39
H: 0.93 6.31 -0.46
H: 5.11 -3.67 -1.94
H: -5.46 -0.20 3.16
H: -0.08 2.26 -0.66
H: -1.45 2.44 4.33
H: 3.02 1.82 -0.45
H: 1.81 -3.72 1.30
H: 2.04 -6.18 1.54
H: 8.23 1.94 -2.37
H: 2.31 -8.46 -2.32
H: 3.61 0.25 -0.88
H: -4.79 -1.15 -0.19
H: 6.43 1.98 -0.87
H: 7.14 -2.63 -2.94
H: 2.81 -9.70 -1.13

**Energy above the lowest of the compared OMol25 structures with the same formula, charge and spin**: 41.60 kJ/mol
**Kohn-Sham gap**: 3.64 eV
**Highest occupied orbital energy**: -8.67 eV
**Total charge**: +1
**M**: 595.8 g/mol

Atom charges from the Löwdin analysis, given in e for atoms 1 to 5: number 1, O, carries 0.03; number 2, O, carries -0.05; number 3, N, carries 0.01; number 4, N, carries -0.09; number 5, N, carries -0.09

***

3.
This record from the Open Molecules 2025 dataset describes C39H40AuN5P2SSeTe as an isolated structure at a distorted geometry. The level of theory is wB97M-V/def2-TZVPD.

Positions of all 90 atoms, in Å:
Au: 0.63 -1.97 0.24
Te: -1.55 -0.39 -2.89
Se: 2.65 -2.24 1.69
S: 1.52 -1.98 -2.22
P: 0.20 1.47 -1.03
P: -1.37 -0.76 0.35
N: 1.37 -4.49 3.00
N: 3.36 -0.30 -3.11
N: 2.13 -3.03 4.40
N: -5.57 2.16 -4.03
N: 4.05 -1.72 -1.45
C: 1.41 2.89 -3.04
C: -0.96 3.31 -2.77
C: -4.35 -3.43 -0.33
C: -5.37 -1.45 0.59
C: 0.73 2.40 0.41
C: 5.42 -1.21 -1.46
C: -3.28 1.57 -4.44
C: 1.45 3.81 -4.07
C: 0.20 2.63 -2.39
C: -1.19 -0.89 3.09
C: -4.48 0.54 -2.65
C: -1.41 -0.04 2.01
C: 1.58 -4.06 5.14
C: -1.16 0.51 -0.91
C: -1.70 1.80 3.54
C: 1.99 -3.31 3.10
C: 0.30 4.48 -4.45
C: -3.00 -1.52 0.20
C: -5.48 -2.75 0.11
C: -0.90 4.24 -3.79
C: 1.85 1.99 1.13
C: 1.02 -5.17 1.76
C: -1.47 0.95 4.61
C: 2.30 2.75 2.19
C: -5.57 1.30 -3.02
C: 0.52 4.33 1.83
C: -4.44 2.27 -4.73
C: 1.10 -4.97 4.26
C: 2.73 -1.83 4.96
C: 5.75 -0.68 -2.84
C: 3.08 -1.27 -2.25
C: -4.13 -0.84 0.65
C: 4.68 0.32 -3.26
C: -1.23 -0.40 4.38
C: -1.69 1.30 2.25
C: 0.06 3.58 0.76
C: -3.11 -2.82 -0.28
C: -3.30 0.69 -3.36
C: 1.64 3.92 2.54
H: 2.31 2.39 -2.72
H: 0.00 5.24 2.10
H: -1.00 -1.95 2.92
H: 1.81 -5.02 1.04
H: 2.36 1.07 0.86
H: -2.23 -3.35 -0.62
H: -0.81 3.91 0.20
H: -1.90 3.12 -2.27
H: 2.00 4.52 3.36
H: 1.58 -4.05 6.22
H: -1.48 1.33 5.62
H: 2.02 -1.00 4.89
H: -1.07 -1.07 5.22
H: -2.40 1.71 -5.04
H: 5.78 -1.50 -3.55
H: 3.63 -1.59 4.40
H: 3.79 -2.48 -0.84
H: -1.91 2.85 3.71
H: -6.25 -0.92 0.94
H: 4.80 0.62 -4.30
H: 0.33 5.20 -5.26
H: 2.39 4.01 -4.58
H: -4.47 2.96 -5.57
H: 3.17 2.43 2.75
H: 0.61 -5.91 4.42
H: -4.56 -0.17 -1.83
H: 2.98 -2.02 5.99
H: 6.72 -0.19 -2.83
H: -6.51 1.21 -2.48
H: 0.08 -4.77 1.37
H: 6.08 -2.03 -1.18
H: -4.44 -4.44 -0.70
H: -1.91 1.97 1.42
H: -1.80 4.77 -4.08
H: 0.90 -6.23 1.97
H: 2.61 -0.03 -3.73
H: -6.45 -3.23 0.07
H: -4.05 0.17 1.04
H: 4.73 1.22 -2.64
H: 5.53 -0.43 -0.70

**Energy above the lowest of the compared OMol25 structures with the same formula, charge and spin**: 149.25 kJ/mol
**Kohn-Sham gap**: 5.71 eV
**Highest occupied orbital energy**: -12.76 eV
**Total charge**: +2
**M**: 1076.3 g/mol

Atom charges from the Löwdin analysis, given in e for atoms 1 to 5: number 1, Au, carries 0.26; number 2, Te, carries 1.32; number 3, Se, carries 0.65; number 4, S, carries 0.52; number 5, P, carries 1.01

***

4.
This record from the Open Molecules 2025 dataset describes C39H40BBrN6O4Re as an isolated structure. The level of theory is wB97M-V/def2-TZVPD.

Positions of all 92 atoms, in Å:
Re: -0.37 -1.02 1.03
Br: 0.45 0.03 3.34
O: 1.07 0.23 -1.77
O: 1.67 2.13 -0.43
O: -1.78 -3.32 -1.19
O: -0.33 1.06 0.05
N: -0.34 -1.47 -1.04
N: -0.33 -2.96 1.99
N: -0.49 -2.66 -2.97
N: -2.43 -0.70 0.98
N: -2.56 -3.55 1.58
N: 1.77 -0.79 1.19
C: 1.81 -1.90 -3.60
C: 3.64 -3.46 -3.47
C: 2.79 -1.08 0.37
C: -0.22 2.24 0.84
C: 1.06 -4.50 3.25
C: -0.13 -0.98 -5.71
C: 5.18 -1.02 -0.36
C: 0.00 -5.42 3.33
C: -0.76 3.88 2.44
C: 0.99 2.84 0.56
C: -1.14 0.40 -4.03
C: 1.37 3.98 1.22
C: -0.30 -0.65 -4.37
C: 4.10 -0.71 0.63
C: -0.96 5.17 4.61
C: 2.06 -0.15 2.33
C: -4.99 -0.18 1.00
C: -1.35 -3.86 2.09
C: 4.34 -0.02 1.81
C: 0.47 4.48 2.16
C: -1.19 -5.09 2.76
C: -5.24 1.32 0.84
C: -1.62 0.79 -6.36
C: -1.12 2.72 1.75
C: -1.72 4.51 3.45
C: 2.30 -3.15 -3.25
C: 3.31 0.27 2.70
C: 2.66 -0.95 -4.16
C: -3.56 -0.49 1.00
C: -2.66 3.46 4.05
C: 0.36 -1.52 -3.30
C: -1.80 1.12 -5.03
C: -0.79 -0.27 -6.70
C: -2.56 5.57 2.73
C: -0.98 -2.61 -1.72
C: 4.49 -2.52 -4.03
C: 4.00 -1.26 -4.37
C: 0.34 -0.86 -1.95
C: 0.84 -3.33 2.60
B: 0.84 1.10 -0.73
H: 5.16 -0.30 -1.18
H: -3.28 6.02 3.43
H: 0.53 -1.80 -5.98
H: 4.01 -4.45 -3.22
H: -3.20 -4.33 1.52
H: 6.16 -0.98 0.11
H: 1.64 -2.60 2.55
H: -4.79 1.89 1.65
H: -1.93 6.37 2.34
H: -0.65 -0.54 -7.74
H: -3.36 3.06 3.31
H: 5.05 -2.02 -0.79
H: -1.31 0.68 -3.00
H: -3.26 3.91 4.84
H: 5.35 0.29 2.05
H: -2.44 1.95 -4.76
H: 5.52 -2.76 -4.21
H: 2.02 -4.70 3.69
H: -2.11 2.62 4.49
H: -5.45 -0.75 0.19
H: -4.84 1.69 -0.11
H: 0.75 5.38 2.69
H: -6.31 1.51 0.85
H: -2.56 -2.98 0.75
H: 1.64 -3.90 -2.82
H: -2.13 1.35 -7.13
H: -1.67 5.54 5.35
H: 2.31 4.48 1.01
H: -0.87 -3.28 -3.66
H: 0.12 -6.37 3.84
H: 4.66 -0.53 -4.81
H: -2.05 2.21 1.93
H: -0.30 4.46 5.11
H: 2.53 -1.64 -0.53
H: -3.12 5.14 1.90
H: -5.41 -0.56 1.93
H: 2.29 0.02 -4.44
H: -2.04 -5.76 2.80
H: -0.37 6.02 4.29
H: 3.48 0.79 3.63

**Energy above the lowest of the compared OMol25 structures with the same formula, charge and spin**: 2.02 kJ/mol
**Kohn-Sham gap (alpha / beta)**: 7.83 / 6.86 eV
**Highest occupied orbital energy (alpha / beta)**: -13.00 / -12.60 eV
**Total charge**: +2
**Multiplicity**: 2
**M**: 933.7 g/mol

Atom charges from the Löwdin analysis, given in e for atoms 1 to 5: number 1, Re, carries 1.11; number 2, Br, carries 0.98; number 3, O, carries 0.28; number 4, O, carries 0.28; number 5, O, carries 0.11

***

5.
This record from the Open Molecules 2025 dataset describes C39H40BrGeI2N7PbS5Se as an isolated structure at a distorted geometry. The level of theory is wB97M-V/def2-TZVPD.

Positions of all 97 atoms, in Å:
Pb: -0.13 -0.62 -0.07
I: -4.47 0.08 -1.49
I: -2.02 1.44 -1.87
Br: -4.73 -3.62 4.41
Se: 1.27 0.67 4.09
Ge: 0.32 -2.28 -3.49
S: 5.51 2.75 -6.61
S: 3.74 1.36 -4.66
S: 6.54 1.44 -4.13
S: 6.35 0.28 -1.38
S: 2.96 0.42 -1.92
N: -0.02 2.58 -2.44
N: -0.77 3.53 1.51
N: -3.82 1.57 3.23
N: 1.82 -1.76 1.20
N: 0.83 -3.85 1.42
N: -0.45 3.29 0.24
N: -2.37 1.85 1.41
C: 5.28 1.90 -5.20
C: -1.91 4.52 5.46
C: 1.89 -3.01 1.66
C: -2.96 3.79 6.03
C: -1.73 2.90 2.06
C: 1.82 -1.30 6.13
C: -3.20 2.56 3.99
C: 5.86 -1.47 -1.33
C: 0.85 -0.46 5.55
C: -3.61 2.82 5.30
C: -0.19 -2.41 -1.61
C: 4.05 -1.35 1.97
C: 1.52 -2.13 7.19
C: 0.68 2.84 -0.12
C: 2.18 -2.86 -3.83
C: 2.16 3.42 -2.03
C: 0.23 -2.17 7.73
C: -1.66 -1.76 1.34
C: 1.28 3.39 -4.25
C: 3.05 -3.49 2.29
C: -2.16 3.28 3.42
C: -0.44 -0.51 6.11
C: -3.74 -2.96 1.81
C: -1.53 4.27 4.16
C: 2.32 3.69 -3.37
C: -0.74 -1.34 7.17
C: -1.41 -1.76 2.73
C: -0.83 -3.44 -4.62
C: 0.14 2.81 -3.74
C: 2.87 -0.95 1.37
C: 4.18 0.82 -3.02
C: 5.54 0.80 -2.84
C: -3.46 -2.90 3.17
C: -3.34 1.26 1.99
C: 0.95 2.90 -1.57
C: -2.83 -2.39 0.92
C: 4.13 -2.66 2.44
C: -2.29 -2.32 3.64
C: 0.21 -0.49 -4.30
H: -0.71 4.81 3.71
H: -1.20 0.13 5.68
H: 1.38 3.58 -5.31
H: -1.39 5.26 6.06
H: -1.75 -1.35 7.58
H: -0.01 -2.83 8.55
H: -3.87 0.47 1.47
H: -4.54 1.01 3.64
H: -2.07 -2.30 4.70
H: 3.24 4.12 -3.74
H: 0.69 -0.49 -5.28
H: 0.74 0.23 -3.67
H: -4.42 2.25 5.74
H: 5.03 -3.01 2.91
H: -3.25 3.98 7.06
H: 2.94 3.62 -1.31
H: -0.51 -1.29 3.11
H: 1.46 2.53 0.57
H: 6.27 -1.99 -2.19
H: -0.83 -0.15 -4.42
H: -3.07 -2.44 -0.14
H: 4.77 -1.54 -1.30
H: 2.82 -1.28 5.71
H: -0.69 2.53 -4.37
H: 2.77 0.06 1.00
H: -0.56 -3.32 -5.67
H: 4.87 -0.65 2.08
H: -1.20 -2.85 -1.60
H: 2.29 -2.76 7.62
H: 6.27 -1.88 -0.40
H: -4.65 -3.43 1.46
H: 3.07 -4.52 2.64
H: 0.71 -4.61 2.07
H: -1.88 -3.17 -4.50
H: 2.39 -2.82 -4.90
H: -0.02 -3.41 1.12
H: 2.87 -2.18 -3.32
H: 0.47 -3.17 -1.17
H: -0.71 -4.49 -4.35
H: 2.36 -3.88 -3.47

**Energy above the lowest of the compared OMol25 structures with the same formula, charge and spin**: 256.48 kJ/mol
**Kohn-Sham gap**: 5.13 eV
**Highest occupied orbital energy**: -1.68 eV
**Total charge**: -2
**M**: 1459.6 g/mol

Atom charges from the Löwdin analysis, given in e for atoms 1 to 5: number 1, Pb, carries 0.96; number 2, I, carries -0.05; number 3, I, carries 0.56; number 4, Br, carries 0.63; number 5, Se, carries 0.41